Run a
This record from the Open Molecules 2025 dataset describes a 12-piece molecular cluster, H26O13 overall. The level of theory is the ωB97M-V functional and the def2-TZVPD basis.

LUMO energy	-0.01460	hartree
orbital gap	8.51	eV

Each line ends with the Mulliken charge.
Cartesian coordinates (Å):
H1 -0.8896 0.3353 -0.5461  0.4761
H2 0.2341 -0.5854 -0.0994  0.2433
H3 -0.6378 -3.1079 -1.3410  0.1566
H4 -0.5128 -1.8868 -2.2374  0.3041
H5 -5.3739 0.4570 -1.2675  0.3092
H6 -4.7142 1.2021 -0.1187  0.3585
H7 -2.8537 0.9408 -1.3983  0.1836
H8 -1.8576 0.8416 -2.5420  0.2634
H9 -3.1480 -0.7337 -0.5516  0.2622
H10 -1.8138 -1.3614 -0.1826  0.3160
H11 3.2038 -0.2477 1.8067  0.2912
H12 2.5105 -1.5421 1.4142  0.3187
H13 -1.3799 2.9554 0.8216  0.3310
H14 -1.5874 3.7807 2.0809  0.3107
H15 1.3935 1.5753 1.7514  0.2751
H16 0.4099 1.3344 2.8848  0.3014
H17 3.4700 2.4329 -1.7364  0.2903
H18 2.4332 3.2328 -0.9648  0.3173
H19 4.1925 0.8742 -1.1210  0.2771
H20 4.1659 -0.5819 -0.6863  0.2885
H21 1.0456 -2.1056 2.1173  0.2923
H22 -0.1628 -1.2476 2.4545  0.2124
H23 -2.0212 -4.1349 0.8672  0.2617
H24 -1.1741 -3.1363 1.6386  0.2329
H25 1.6211 -1.0762 -2.7893  0.1906
H26 1.6827 -2.0152 -1.5957  0.2682
O1 0.0688 0.2962 -0.4520  -0.4991
O2 -0.1038 -2.3173 -1.4781  -0.4885
O3 -5.4781 0.6535 -0.3296  -0.6086
O4 -1.9300 1.1064 -1.6181  -0.5471
O5 -2.4523 -0.7033 0.1148  -0.6873
O6 3.0105 -1.1347 2.1305  -0.6132
O7 -2.0132 3.5425 1.2497  -0.6364
O8 1.2270 1.8001 2.6738  -0.6059
O9 2.7998 3.1165 -1.8486  -0.6072
O10 4.6742 0.0445 -1.2137  -0.5843
O11 0.7720 -1.1880 2.2273  -0.5410
O12 -1.4594 -3.3612 0.7459  -0.4628
O13 1.1050 -1.3803 -2.0342  -0.4510

---

Run b
This record from the Open Molecules 2025 dataset describes H26O13 as an isolated structure. The level of theory is the ωB97M-V functional and the def2-TZVPD basis.

LUMO energy	-0.06031	hartree
orbital gap	5.32	eV

Each line ends with the Mulliken charge.
Cartesian coordinates (Å):
O1 -1.3988 -1.3024 1.3840  -0.8457
H1 -1.7399 -0.5854 1.9185  -0.0025
H2 -1.7231 -2.0954 1.8109  0.5291
O2 1.8068 -1.8106 -0.2824  -0.6986
H3 1.0672 -1.2030 -0.2794  0.6198
H4 2.3833 -1.4904 0.4113  0.2054
O3 -2.1735 -0.6042 -0.1569  -0.4993
H5 -2.1660 -1.2105 0.5838  0.4811
H6 -3.0863 -0.3256 -0.2299  0.2083
O4 1.8284 0.3474 -2.1846  -0.9741
H7 0.8923 0.1797 -2.0761  0.2809
H8 2.1838 0.3077 -1.2967  0.8978
O5 -0.5485 1.6199 -0.8344  -0.4077
H9 -1.1370 2.2963 -0.4992  0.2541
H10 -1.1246 1.0019 -1.2843  0.5136
O6 -0.6310 1.0051 1.8946  -0.6737
H11 -0.8958 1.9232 1.8372  0.3733
H12 -1.3232 0.5267 1.4384  0.5530
O7 0.0519 -2.9387 1.3118  -0.5755
H13 -0.5369 -3.2952 1.9769  0.2048
H14 -0.0769 -1.9914 1.3602  0.2940
O8 1.3860 1.3204 1.0408  -0.7734
H15 0.9207 0.4990 1.1991  0.1630
H16 1.6640 1.6101 1.9098  0.3985
O9 0.1245 -1.1828 -1.9696  -0.7670
H17 -0.3401 -0.4599 -2.3913  0.4970
H18 0.2332 -0.9009 -1.0613  0.7595
O10 -1.8956 0.5604 -1.6447  -0.7448
H19 -2.2094 0.0105 -2.3625  0.3396
H20 -1.6702 -0.0579 -0.9496  0.0165
O11 2.5894 0.4123 -0.5012  -0.5578
H21 3.0767 -0.1269 0.1218  0.2790
H22 2.0009 0.9354 0.0430  0.5279
O12 0.3616 -0.3729 -0.1030  -0.7525
H23 0.3079 0.5748 -0.2265  0.0192
H24 -0.4531 -0.6033 0.3436  0.2077
O13 0.8517 2.8528 -0.0854  -1.0736
H25 1.2605 2.1381 0.4029  0.2765
H26 0.1392 2.4358 -0.5697  0.4468

---

Relative energies in kcal/mol: run a 0.0; run b 614.8